A molecular structure, C32H39N9O4OsS, computed with ωB97M-V/def2-TZVPD.

As for the total charge: +2. Its molar mass is 836.0 g/mol. The value obtained for the highest occupied orbital energy (spin up / spin down) is -12.688 / -12.722 eV. For the LUMO energy (spin up / spin down), the calculation gives -0.2517 / -0.2509 Eh. For the energy relative to the best compared isomer or geometry (same formula, charge and spin), the calculation gives 0.000 eV.

Each line ends with the Mulliken charge.
Atoms and positions in Å:
1 Os -0.06976 0.00256 -0.42455  0.916
2 O -0.98767 -1.82394 -0.65240  0.718
3 C -1.55582 -2.61185 0.22847  0.497
4 C -2.48930 -3.55911 -0.24094  -0.648
5 C -3.13128 -4.40306 0.63210  -0.872
6 C -2.87803 -4.34537 2.00923  -1.239
7 C -1.95826 -3.44433 2.47884  -1.172
8 C -1.27355 -2.57896 1.60337  0.687
9 C -0.23223 -1.70720 2.09240  0.559
10 N 0.36566 -0.67667 1.46447  0.432
11 C 1.31248 -0.16372 2.34909  -0.313
12 C 1.29251 -0.87914 3.48920  -1.422
13 N 0.31859 -1.83330 3.31073  -0.006
14 H -2.69325 -3.58385 -1.30394  0.596
15 H -3.85120 -5.11516 0.24992  0.499
16 H -3.40266 -4.99832 2.69109  0.457
17 H -1.78155 -3.39379 3.54651  0.428
18 H 1.93728 0.66909 2.11638  0.604
19 H 1.86298 -0.79817 4.39629  0.455
20 H 0.06762 -2.55047 3.97126  0.196
21 C 3.40961 3.79762 1.51789  -1.271
22 N 2.79524 2.57205 1.00685  0.686
23 C 3.75728 1.52183 0.68359  -1.154
24 C 1.49403 2.52069 0.66605  -1.076
25 N 1.09801 1.74832 -0.40122  0.889
26 C 1.94627 1.81670 -1.51724  -0.106
27 C 2.66535 2.96024 -1.89166  -0.708
28 C 3.56282 2.89632 -2.92797  -1.094
29 C 3.77521 1.67971 -3.59245  -0.818
30 C 3.03586 0.56893 -3.26720  -0.948
31 C 2.06416 0.64263 -2.25471  0.849
32 N 1.20230 -0.39620 -1.83377  1.531
33 C 1.11541 -1.56134 -2.61566  -0.645
34 N 1.19328 -2.73772 -2.01176  0.215
35 C 1.86570 -2.92214 -0.73279  -0.876
36 C 0.39804 -3.88883 -2.45277  -1.224
37 N 0.99218 -1.44885 -3.92944  0.577
38 C 0.46014 -0.27068 -4.61502  -1.331
39 C 1.38624 -2.51762 -4.84920  -1.229
40 N 0.60411 3.18528 1.38445  0.551
41 C -0.63692 3.70028 0.80173  -1.237
42 C 0.79212 3.50486 2.79758  -1.088
43 H 4.26471 4.03415 0.88271  0.397
44 H 3.75856 3.67800 2.54369  0.381
45 H 2.70713 4.62403 1.46728  0.425
46 H 4.44081 1.85750 -0.09727  0.288
47 H 3.24747 0.62214 0.34983  0.326
48 H 4.32997 1.28962 1.58300  0.491
49 H 2.49677 3.88998 -1.36149  0.563
50 H 4.11159 3.77655 -3.23191  0.449
51 H 4.51323 1.62438 -4.38030  0.463
52 H 3.20139 -0.35828 -3.79638  0.569
53 H 2.46335 -2.04912 -0.48337  0.180
54 H 2.52651 -3.78478 -0.81735  0.519
55 H 1.13259 -3.10911 0.05183  0.123
56 H -0.37450 -3.55879 -3.13996  0.380
57 H -0.09316 -4.29470 -1.56872  0.443
58 H 1.01776 -4.66113 -2.90566  0.353
59 H 0.11695 0.47567 -3.90940  0.270
60 H -0.38336 -0.58821 -5.22417  0.499
61 H 1.23674 0.15051 -5.25368  0.481
62 H 2.06865 -3.20509 -4.35943  0.419
63 H 1.89997 -2.04970 -5.68836  0.405
64 H 0.51895 -3.05526 -5.22941  0.346
65 H -0.62788 3.56335 -0.27364  0.338
66 H -0.70482 4.76117 1.04111  0.498
67 H -1.48934 3.18169 1.23109  0.297
68 H 1.60713 2.91966 3.21328  0.375
69 H -0.13046 3.24602 3.31629  0.361
70 H 0.99041 4.56638 2.94469  0.383
71 O -1.90990 0.78858 0.75887  -0.790
72 S -2.70766 1.11492 -0.44746  1.111
73 O -3.13275 2.46710 -0.57343  -0.674
74 N -1.68746 0.51967 -1.59240  -0.246
75 C -2.33217 -0.48498 -2.35705  0.330
76 O -1.75176 -1.11582 -3.19290  -0.515
77 C -3.74327 -0.66054 -1.93667  -0.260
78 C -4.69248 -1.48811 -2.50995  -0.301
79 C -5.94633 -1.55164 -1.91783  -0.692
80 C -6.24756 -0.79851 -0.78542  -0.627
81 C -5.30391 0.04566 -0.21406  -0.683
82 C -4.05927 0.07442 -0.81267  0.424
83 H -4.45156 -2.06327 -3.39347  0.578
84 H -6.70779 -2.19006 -2.34404  0.453
85 H -7.23523 -0.86162 -0.34969  0.465
86 H -5.53911 0.65260 0.64878  0.540

***

C5H8 in the gas phase, computed with ωB97M-V/def2-TZVPD.

Its molar mass is 68.1 g/mol. The value obtained for the highest occupied orbital energy is -9.042 eV. For the LUMO energy, the calculation gives 0.0458 Eh. For the energy relative to the best compared isomer or geometry (same formula, charge and spin), the calculation gives 0.122 eV. As for the SMILES: C1=CCCC1.

Each line ends with the natural charge from an NBO analysis.
Atoms and positions in Å:
1 C -0.15885 -0.78633 0.79577  -0.395
2 C -1.23473 -0.20375 -0.14605  -0.439
3 C -0.53015 0.99407 -0.74452  -0.195
4 C 0.77970 0.97153 -0.50288  -0.187
5 C 1.19961 -0.26347 0.24315  -0.443
6 H -0.23468 -1.87059 0.92461  0.211
7 H -0.31535 -0.34392 1.78979  0.203
8 H -1.50553 -0.92392 -0.93214  0.203
9 H -2.17162 0.05454 0.36618  0.210
10 H -1.04158 1.72760 -1.36115  0.208
11 H 1.53744 1.60711 -0.94860  0.207
12 H 1.74023 -0.84016 -0.52745  0.207
13 H 1.93553 -0.12273 1.04329  0.210

***

A gas-phase ion, C11H26N (charge +1), computed with ωB97M-V/def2-TZVPD.

As for the total charge: +1. Its molar mass is 172.3 g/mol. The value obtained for the highest occupied orbital energy is -14.352 eV. For the LUMO energy, the calculation gives -0.0950 Eh. For the energy relative to the best compared isomer or geometry (same formula, charge and spin), the calculation gives 0.139 eV. As for the SMILES: CC(C)CCC[C@@H](C)[NH2+]C(C)C.

Each line ends with the natural charge from an NBO analysis.
Atoms and positions in Å:
1 C -3.64422 -1.30407 0.06701  -0.597
2 H -3.67508 -2.13381 0.76894  0.216
3 H -4.50058 -0.66328 0.25849  0.217
4 H -3.73266 -1.70476 -0.93965  0.216
5 C -2.34566 -0.51190 0.22681  -0.214
6 C -2.20893 -0.09304 1.69301  -0.618
7 H -3.10688 0.43658 2.00079  0.232
8 H -1.36322 0.56680 1.87705  0.177
9 H -2.10832 -0.96817 2.33185  0.219
10 C -2.33658 0.68577 -0.74145  -0.401
11 C -0.97815 1.06240 -1.34713  -0.417
12 H -0.49970 0.16307 -1.74126  0.190
13 C -0.02043 1.81968 -0.40663  -0.431
14 H -0.50765 2.01624 0.54908  0.214
15 C 1.31661 1.11766 -0.15856  -0.038
16 C 2.22873 1.98315 0.69807  -0.634
17 H 1.74910 2.23260 1.64289  0.218
18 H 2.43743 2.91478 0.18019  0.252
19 H 3.18023 1.50234 0.90132  0.227
20 H 1.79433 0.89903 -1.11525  0.222
21 N 1.05602 -0.19333 0.53588  -0.552
22 H 1.16667 -0.02971 1.54234  0.434
23 H 0.06263 -0.42906 0.36625  0.472
24 C 1.86965 -1.40775 0.16104  -0.034
25 C 3.35551 -1.16489 0.36270  -0.634
26 H 3.57104 -0.83320 1.37547  0.223
27 H 3.74365 -0.44062 -0.34766  0.222
28 H 3.88930 -2.09770 0.20438  0.253
29 C 1.54783 -1.84469 -1.25894  -0.637
30 H 1.87493 -1.11467 -1.99428  0.222
31 H 0.48412 -2.03114 -1.38877  0.223
32 H 2.06902 -2.77401 -1.46963  0.254
33 H 1.54313 -2.19374 0.85138  0.223
34 H 0.20741 2.79418 -0.83703  0.246
35 H -1.18020 1.69614 -2.21049  0.240
36 H -2.76588 1.55584 -0.24388  0.213
37 H -2.99505 0.44365 -1.57660  0.224
38 H -1.52652 -1.20014 -0.04276  0.156

***

2 unconnected molecules or ions with the total composition C8H16N5S at a distorted geometry, computed with ωB97M-V/def2-TZVPD.

As for the total charge: +1. Its molar mass is 214.3 g/mol. The value obtained for the highest occupied orbital energy (spin up / spin down) is -8.795 / -12.138 eV. For the LUMO energy (spin up / spin down), the calculation gives -0.1129 / -0.2382 Eh. The spin multiplicity is 3.

Each line ends with the Mulliken spin population.
Atoms and positions in Å:
1 C -2.71812 0.36525 1.53939  -0.040
2 C -4.14090 1.00913 -0.07713  -0.016
3 C -1.78879 0.80951 0.42286  0.591
4 C 1.66589 1.60807 0.19411  0.116
5 C -0.11575 -2.31079 0.15544  0.018
6 C 0.31511 -1.06690 -1.94242  0.009
7 C 2.08042 -1.87633 -0.46668  0.003
8 C 0.67675 -1.72612 -0.84030  -0.008
9 N -4.03091 0.52280 1.06533  0.068
10 N 2.36913 2.23795 -0.72999  0.068
11 N 2.13223 1.31120 1.42735  0.035
12 N -0.54330 0.89861 0.68641  0.625
13 N 0.43720 1.30422 -0.18997  0.035
14 S -2.62753 1.40859 -1.02136  0.393
15 H -2.60528 0.92844 2.55621  0.057
16 H -5.14532 1.03628 -0.51073  0.002
17 H -1.20461 -2.22199 -0.12592  -0.007
18 H 0.16688 -3.35942 0.12407  0.002
19 H 0.09009 -2.07554 1.23602  -0.004
20 H -2.53600 -0.74232 1.72595  0.060
21 H -0.75464 -1.01900 -2.14777  0.000
22 H 0.92975 -0.43081 -2.60352  -0.001
23 H 2.20584 -1.32993 0.50353  -0.001
24 H 2.29779 -3.01956 -0.34151  0.000
25 H 2.87545 -1.68868 -1.18876  0.000
26 H 3.32295 2.49911 -0.64049  -0.001
27 H 1.92051 2.60784 -1.64647  -0.002
28 H 3.06657 1.68415 1.73082  0.002
29 H 1.58035 1.10920 2.21491  0.003
30 H 0.07825 1.52704 -1.10939  -0.007